[1]
Below is a molecular structure, C34H47Cl2F3HoN3PS2, with properties calculated with ωB97M-V/def2-TZVPD.

```
93
Properties=species:S:1:pos:R:3:lowdin_spin:R:1
Ho 0.44004 1.58645 -0.71780 4.0470
C 2.45603 1.43838 -2.36275 -0.0032
C 2.21627 2.82804 -2.31474 -0.0041
C 2.56424 3.28857 -1.03189 -0.0050
C 3.02758 2.19273 -0.28236 -0.0056
C 2.96102 1.04617 -1.09990 -0.0060
H 2.36427 0.79998 -3.22864 0.0002
H 1.84246 3.44131 -3.12115 0.0001
H 2.48837 4.30839 -0.68827 -0.0001
H 3.40392 2.21992 0.72999 -0.0002
H 3.35350 0.07275 -0.85519 -0.0001
F -2.06507 6.44651 0.55075 -0.0002
C -0.74645 6.72087 0.73742 -0.0002
F -0.24179 7.11017 -0.44147 -0.0002
F -0.68644 7.77088 1.56386 0.0000
C -0.02632 5.52990 1.31050 -0.0001
C 0.58566 5.61233 2.54358 0.0002
C 1.21083 4.49176 3.07481 -0.0001
C 1.18185 3.32286 2.34055 -0.0001
N 0.58560 3.23428 1.14942 -0.0048
C 0.00206 4.31442 0.61077 -0.0001
S -0.70929 4.06443 -0.96899 -0.0067
H 0.57129 6.54519 3.09029 0.0000
H 1.69884 4.52146 4.03645 0.0000
H 1.64008 2.41987 2.71665 0.0000
S -1.79978 1.19026 1.38782 -0.0025
C -3.24326 2.08127 1.32821 -0.0003
N -3.30639 3.26837 0.66248 0.0001
C -4.40701 4.03619 0.63040 0.0000
C -5.52536 3.61212 1.28825 0.0000
C -5.42534 2.36628 1.92975 0.0000
N -4.34483 1.62371 1.94789 -0.0001
H -2.46691 3.56439 0.13625 0.0001
H -4.32265 4.96014 0.07554 0.0000
H -6.43323 4.19104 1.30482 0.0000
H -6.28495 1.95919 2.45160 0.0000
Cl -2.46638 0.89856 -1.78230 -0.0006
C -2.11979 1.08352 -3.50766 0.0003
Cl -0.51040 1.81751 -3.68520 -0.0012
H -2.85517 1.74267 -3.95609 0.0000
H -2.10437 0.10365 -3.97361 0.0000
C -3.08354 -4.22921 0.20529 0.0000
C -3.14660 -3.23152 -0.94411 0.0000
C -1.73586 -2.75584 -1.30632 -0.0001
C -0.84705 -2.60445 -0.05344 -0.0009
C -1.71263 -2.31997 1.17098 -0.0001
C -2.58808 -3.53799 1.48426 0.0000
P 0.51949 -1.40507 -0.34448 -0.0046
C 1.49223 -2.12908 -1.74022 -0.0003
C 0.93953 -1.80321 -3.12925 0.0002
C 2.03134 -2.02025 -4.18779 0.0000
C 2.96955 -3.17674 -3.81686 0.0000
C 2.22760 -4.21685 -2.99043 0.0000
C 1.80802 -3.63318 -1.63315 -0.0001
C 1.67764 -1.54769 1.10539 -0.0003
C 1.82551 -2.93163 1.79255 -0.0001
C 1.48385 -2.89222 3.27720 0.0000
C 2.32213 -1.86212 4.02331 0.0000
C 2.39424 -0.51482 3.27706 0.0000
C 1.38976 -0.44505 2.12917 0.0000
H -2.40717 -5.04285 -0.07314 0.0000
H -4.05564 -4.69164 0.37574 0.0000
H -3.76764 -2.38010 -0.65252 0.0000
H -3.61916 -3.67013 -1.82458 0.0000
H -1.79441 -1.80929 -1.85319 0.0000
H -1.27511 -3.47871 -1.98363 0.0000
H -0.35280 -3.56718 0.12217 -0.0002
H -2.32981 -1.44387 0.97869 0.0000
H -1.10873 -2.06651 2.04232 0.0000
H -3.43750 -3.20920 2.08569 0.0000
H -2.03098 -4.24885 2.09942 0.0000
H 2.44023 -1.58691 -1.65656 0.0000
H 0.57053 -0.77118 -3.18040 0.0002
H 0.08195 -2.44286 -3.33869 0.0000
H 2.61294 -1.10480 -4.31472 0.0000
H 1.55830 -2.21727 -5.15219 0.0000
H 3.82024 -2.80334 -3.23974 0.0000
H 3.39040 -3.61881 -4.71988 0.0000
H 2.83782 -5.10699 -2.83398 0.0000
H 1.34332 -4.54902 -3.54134 0.0000
H 2.60853 -3.77420 -0.90288 0.0000
H 0.94563 -4.18823 -1.25669 0.0000
H 2.64649 -1.29544 0.65813 0.0000
H 2.85946 -3.26738 1.67941 0.0000
H 1.21624 -3.68868 1.29838 0.0000
H 1.63725 -3.87984 3.71405 0.0000
H 0.42158 -2.67396 3.40648 0.0000
H 3.33162 -2.25157 4.16600 0.0000
H 1.90994 -1.71748 5.02249 0.0000
H 3.39457 -0.36878 2.85890 0.0000
H 2.23143 0.30668 3.97735 0.0000
H 1.48564 0.53800 1.63790 0.0000
H 0.36503 -0.49918 2.50184 0.0000
```

Results
HOMO level (spin up / spin down): -10.78 / -10.81 eV
Spin multiplicity: 5
⟨S²⟩: 6.005
Net charge: +1
Kohn-Sham gap (spin up / spin down): 8.2 / 8.2 eV

=====

[2]
Below is a molecular structure, C34H47CsN4O8P2S2Si, with properties calculated with ωB97M-V/def2-TZVPD.

```
99
Properties=species:S:1:pos:R:3:mulliken_charge:R:1
Cs 1.62013 0.60910 -0.54872 1.3174
N 1.39092 2.86467 -4.73545 -0.5141
C 1.85982 3.27683 -3.33700 1.0600
C 2.42266 4.68453 -3.44342 -1.9069
P 3.25884 2.01403 -3.20698 0.5987
O 3.89361 2.23449 -1.77053 -0.3632
O 2.58776 0.68449 -3.35599 -0.6858
O 4.16239 2.50523 -4.29690 -0.8803
P 0.19625 3.34605 -2.45254 0.0778
O 0.48967 4.38249 -1.22283 -0.3287
O -0.62512 4.06446 -3.49078 -0.9922
O -0.18942 2.04146 -1.87219 -0.0222
H 2.16712 3.00875 -5.38384 0.3656
H 0.52574 3.39777 -4.92923 0.3662
H 1.20593 1.85164 -4.69326 0.2491
H 3.25359 4.70041 -4.14816 0.4594
H 2.80844 4.97394 -2.46702 0.2948
H 1.65438 5.40155 -3.74717 0.4536
H 4.02224 1.44050 -1.15792 0.3946
H 0.32591 5.28237 -1.52678 0.2721
N 2.84241 -2.42645 -1.03567 -0.2137
C 4.16464 -2.85397 -0.60203 -0.7993
C 5.11015 -1.66051 -0.54727 -0.3218
C 4.67295 -0.64853 0.52509 0.2278
O 4.86425 -0.95910 1.70205 -0.7761
O 4.10681 0.41408 0.10557 -0.7356
H 2.19520 -3.18978 -1.18191 0.0098
H 2.90057 -1.89247 -1.89575 0.1793
H 4.59763 -3.63801 -1.24668 0.3416
H 4.08420 -3.26635 0.40830 0.3298
H 5.14062 -1.17622 -1.52780 0.2466
H 6.11251 -2.01476 -0.29369 0.3287
S -2.18769 -3.90347 5.12265 -0.2604
C -2.52422 -5.39895 4.35957 -0.3678
C -2.19568 -5.37785 3.03817 -0.9437
C -1.64709 -4.12912 2.63617 -0.0317
C -1.57143 -3.22452 3.66018 0.4638
C -1.08521 -1.83433 3.60098 1.0542
C -0.26547 -1.43265 2.51430 -1.0178
N 0.16703 -0.21253 2.34636 0.1382
C -0.17598 0.72976 3.25048 -0.7585
C -0.96275 0.44574 4.37763 1.0883
C -1.30167 1.50307 5.29583 -0.9865
C -0.87799 2.76548 5.08976 -0.8861
C -0.07186 3.09645 3.94342 1.1855
C 0.37463 4.39840 3.67698 -0.9423
C 1.13865 4.65843 2.55841 0.8127
C 1.43623 3.56400 1.71067 -0.9753
N 1.03216 2.34291 1.93591 0.3847
C 0.28410 2.09077 3.03088 -0.6385
C 1.63851 6.01453 2.26265 0.5279
C 1.66831 7.10417 3.09227 -0.5658
C 2.24605 8.25217 2.48870 -0.5852
C 2.65114 8.00707 1.21040 -0.5274
S 2.30237 6.40916 0.72430 0.0895
C -1.41129 -0.87494 4.53647 -0.9928
H -2.95343 -6.20740 4.92715 0.4244
H -2.34289 -6.20999 2.36662 0.4237
H -1.36077 -3.89995 1.62136 0.1049
H 0.00523 -2.14005 1.73977 0.6193
H -1.91818 1.26281 6.15456 0.3722
H -1.14624 3.55641 5.78136 0.3619
H 0.09648 5.19620 4.35663 0.3282
H 2.02748 3.70504 0.81340 0.4902
H 1.31478 7.07950 4.11178 0.3601
H 2.36843 9.20279 2.98568 0.3787
H 3.12802 8.68501 0.52309 0.4094
H -2.05184 -1.11850 5.37830 0.4160
C -2.06117 -1.70651 -3.40797 -1.6541
Si -1.71085 -2.37314 -1.62876 0.2146
C -3.40943 -1.83737 -0.76914 2.4592
C -3.26744 -0.32476 -0.53485 -2.2088
C -4.69755 -2.06998 -1.55667 -1.9179
C -3.54693 -2.50479 0.60215 -2.1403
C -1.81590 -4.32249 -1.99274 2.4036
C -1.41313 -5.10808 -0.74256 -1.7163
C -0.76443 -4.60300 -3.07364 -2.0702
C -3.15623 -4.86315 -2.48177 -1.9731
H -2.93659 -2.13137 -3.89311 0.4222
H -1.19978 -1.89207 -4.05385 0.3638
H -2.19181 -0.62203 -3.36508 0.3646
H -3.24575 0.23330 -1.47213 0.4825
H -2.34500 -0.08580 -0.00334 0.3565
H -4.11390 0.04969 0.05701 0.4190
H -4.62644 -1.66246 -2.56436 0.3106
H -5.54544 -1.57686 -1.06643 0.5224
H -4.94444 -3.13475 -1.63964 0.3131
H -2.64324 -2.34353 1.20044 0.2157
H -3.70675 -3.58166 0.52416 0.2607
H -4.39565 -2.08763 1.15989 0.5019
H -0.44712 -4.75843 -0.36589 0.2435
H -1.32486 -6.18091 -0.96624 0.5714
H -2.14125 -4.99997 0.06118 0.0264
H 0.19513 -4.14550 -2.82243 0.2091
H -1.07028 -4.20856 -4.04307 0.4350
H -0.60757 -5.68506 -3.18736 0.5140
H -3.90269 -4.86498 -1.67766 0.2755
H -3.06184 -5.89783 -2.83568 0.5138
H -3.55243 -4.26860 -3.30679 0.2949
```

Results
HOMO level: -0.50 eV
Spin multiplicity: 1
Net charge: -2
Kohn-Sham gap: 3.9 eV

=====

Across the entries above, energy above the lowest of the compared OMol25 structures with the same formula, charge and spin takes the values 0.0 118.8 kJ/mol, respectively.